C10H18F14FeHfN7O28S6 | the ωB97M-V functional and the def2-TZVPD basis

**Energy**: -7979.38713 hartree
**Multiplicity**: 6
**Charge**: +2
**Kohn-Sham gap (alpha / beta)**: 4.0 / 3.6 eV
**Largest force on an atom**: 11.0 eV/A
**ΔE to the lowest compared entry with this formula, charge and spin**: 807.51 kJ/mol

CARTESIAN COORDINATES (ANGSTROEM)
Hf1 -35.41987 -12.48201 -4.21731
Fe1 -33.15614 -13.97954 0.51895
C1 -37.42688 -15.52119 -0.73445
F1 -37.25452 -16.53661 0.08353
F2 -38.28467 -15.93304 -1.66099
F3 -37.87809 -14.50604 -0.08970
S1 -35.72814 -15.03839 -1.51807
O1 -35.19289 -16.13464 -2.29724
O2 -35.90281 -13.91107 -2.50440
O3 -34.82201 -14.60959 -0.38279
C2 -30.56687 -13.35402 -3.32634
F4 -29.60983 -14.14173 -2.74869
F5 -30.51821 -12.14912 -2.73030
F6 -30.40200 -13.28246 -4.59203
S2 -32.30210 -14.01386 -2.85204
O4 -32.38363 -13.97799 -1.36078
O5 -33.33127 -13.21512 -3.52144
O6 -32.41768 -15.42880 -3.27962
C3 -35.16463 -9.80419 -0.00917
F7 -34.33561 -9.19721 0.85197
F8 -36.12382 -10.51186 0.65284
F9 -35.65553 -8.91280 -0.95984
S3 -34.12401 -11.06128 -1.04195
O7 -33.86908 -12.23719 -0.14542
O8 -34.92568 -11.48402 -2.20074
O9 -32.89619 -10.37945 -1.41412
C4 -29.18262 -16.12900 0.80315
F10 -28.11433 -15.43085 1.14911
F11 -29.47659 -15.80979 -0.46693
F12 -28.95484 -17.44516 0.86066
S4 -30.69119 -15.68340 1.93025
O10 -31.60866 -14.83036 1.17804
O11 -31.39181 -16.91633 2.36956
O12 -30.18257 -14.91911 3.05477
N1 -34.11660 -10.89591 -4.91058
S5 -32.68670 -10.80476 -5.97778
O13 -31.41573 -10.36366 -5.44801
O14 -32.92071 -10.65364 -7.39346
F13 -32.51763 -12.40341 -5.86515
S6 -34.07556 -9.31219 -4.98731
O15 -34.51598 -8.68169 -6.17962
O16 -33.22788 -8.56862 -4.08486
F14 -35.46054 -9.30689 -4.11655
C5 -35.02287 -17.45402 -5.05556
N2 -35.08324 -16.08489 -5.64457
O17 -35.41566 -15.87299 -6.81169
O18 -34.86371 -15.13047 -4.94504
H1 -34.06907 -17.46915 -4.52818
H2 -35.00287 -18.12814 -5.91187
H3 -35.95506 -17.68242 -4.53889
C6 -29.70560 -17.31083 -4.10304
N3 -29.95380 -18.74157 -3.87304
O19 -30.39195 -19.37002 -4.84342
O20 -29.61492 -19.26264 -2.84826
H4 -28.73493 -17.31587 -4.59889
H5 -29.55749 -16.82545 -3.13838
H6 -30.49877 -16.90515 -4.73107
C7 -29.79897 -8.68733 -3.02766
N4 -29.27893 -8.07327 -4.28804
O21 -28.56501 -8.74079 -5.01677
O22 -29.53970 -6.86060 -4.39951
H7 -30.87948 -8.70559 -3.17003
H8 -29.55260 -8.13823 -2.11888
H9 -29.43730 -9.70991 -2.91985
C8 -29.78893 -10.22650 0.03024
N5 -29.93604 -11.74957 0.04831
O23 -31.04339 -12.21672 0.21387
O24 -28.96753 -12.41312 -0.22881
H10 -28.80076 -10.02229 -0.38197
H11 -29.97043 -9.83457 1.03101
H12 -30.61105 -9.81012 -0.55187
C9 -27.38501 -12.36709 -6.25759
N6 -27.94975 -11.67203 -7.44602
O25 -27.49018 -10.58794 -7.78820
O26 -28.77914 -12.29747 -8.07411
H13 -28.22054 -12.93652 -5.85047
H14 -26.85202 -11.72383 -5.55742
H15 -26.71125 -13.16201 -6.57734
C10 -33.00728 -18.36492 -2.03930
N7 -33.21263 -17.94729 -0.64522
O27 -33.87891 -18.69177 0.04421
O28 -32.72014 -16.87429 -0.28745
H16 -33.15230 -19.44082 -2.13693
H17 -31.97724 -18.02790 -2.15562
H18 -33.65425 -17.80066 -2.71097

Cartesian forces, eV/Å:
Hf 6.426 -1.436 6.284
Fe -0.335 0.665 -1.119
C -0.196 -1.382 -0.333
F 0.879 0.190 -0.017
F 0.572 0.700 -0.413
F -0.391 1.331 0.427
S 4.188 -1.401 0.530
O -1.303 0.358 1.398
O -1.385 2.255 -1.682
O -3.750 -1.261 -2.042
C 0.245 0.030 2.876
F -1.628 0.809 -0.934
F 0.133 -0.389 -0.716
F 0.122 -0.031 -0.942
S 0.032 -6.609 2.944
O 1.029 0.986 -3.621
O -2.589 2.406 -1.627
O 0.984 2.867 -0.130
C -0.188 -0.024 -0.833
F -1.349 -0.767 -1.245
F 1.190 1.591 -1.188
F 0.573 -1.748 2.363
S 4.162 -0.346 2.459
O -1.532 2.787 -0.750
O -2.537 -0.574 -2.933
O -1.941 -0.554 0.171
C 0.662 -0.511 -1.531
F -0.965 -0.500 0.458
F -0.387 -0.128 0.945
F -0.378 1.262 0.461
S -0.297 0.879 -0.149
O 1.346 -1.079 0.383
O 0.745 0.495 0.066
O 0.146 -0.988 0.222
N 1.860 -1.394 -2.343
S 5.588 -5.873 -4.461
O -2.741 0.280 0.496
O -0.965 0.456 2.524
F -0.546 0.440 -0.024
S -5.253 8.115 5.213
O 0.867 -1.283 -0.454
O -0.111 -2.227 -1.507
F -0.567 -0.217 0.126
C 0.529 -0.316 -1.348
N -2.085 0.355 -4.261
O 0.456 -1.626 1.592
O 0.472 2.878 3.080
H -0.516 -0.170 0.314
H 0.222 0.110 -0.007
H 0.336 0.506 0.517
C 0.580 0.284 0.344
N -0.402 -1.427 -2.089
O -0.018 0.833 0.873
O 0.085 0.186 1.102
H -0.141 0.219 -0.283
H -0.369 0.015 -0.127
H 0.238 -0.033 0.200
C -0.672 -0.839 -0.119
N 0.909 2.020 0.792
O -0.859 0.432 0.293
O 0.322 -2.267 -0.329
H 0.004 0.024 0.233
H 0.160 0.483 -0.568
H 0.116 0.134 -0.364
C -0.314 -0.466 0.147
N 0.224 0.906 -0.810
O -0.488 0.198 0.719
O 0.241 0.032 0.295
H -0.221 0.074 0.289
H 0.462 -0.310 0.130
H 0.114 -0.391 -0.307
C -0.120 -0.801 0.395
N 1.233 0.974 -0.880
O -0.479 -1.082 0.775
O -0.402 -0.062 0.190
H 0.029 0.447 0.355
H -0.422 0.223 -0.299
H 0.173 0.346 -0.514
C 1.138 0.235 -0.303
N -1.384 -0.471 0.442
O 0.482 0.861 0.091
O -0.210 -0.549 0.086
H 0.106 0.235 0.171
H -0.012 -0.410 -0.764
H 0.073 0.032 0.595